Density functional theory data (the ωB97M-V functional and the def2-TZVPD basis) for a 13-piece molecular cluster, C44H96O17 overall in a non-equilibrium geometry.

Results
Largest force on an atom   1.88 eV Å⁻¹
Orbital gap   9.5163 eV

```
157
Properties=species:S:1:pos:R:3:forces:R:3
C 4.179 -2.765 -0.576 -0.40 -0.39 0.81
C 4.801 -1.530 0.058 -0.25 0.50 0.39
O 4.155 -0.293 -0.323 0.21 -0.60 -0.26
O 2.955 -3.187 0.065 0.55 0.21 -0.33
H 4.866 -3.624 -0.478 -0.21 0.35 0.07
H 4.036 -2.598 -1.640 -0.15 0.12 -0.36
H 5.901 -1.514 -0.073 -0.45 0.20 -0.45
H 4.656 -1.574 1.141 -0.02 -0.18 -0.10
H 4.055 -0.251 -1.299 0.31 -0.22 0.33
H 2.228 -2.566 -0.110 0.22 0.15 -0.27
C 0.681 0.197 0.877 -0.55 0.21 -0.54
C -0.062 -0.384 -0.327 0.37 -0.82 -0.42
O 0.788 -1.352 -1.024 0.09 0.50 0.47
O 1.658 1.165 0.521 -0.10 -0.24 0.13
H 1.100 -0.666 1.393 0.23 0.09 0.22
H -0.032 0.697 1.574 0.32 -0.36 -0.57
H -0.370 0.358 -1.067 0.00 0.28 0.31
H -0.939 -0.944 0.013 -0.20 0.31 0.11
H 0.307 -1.648 -1.819 -0.15 0.05 0.22
H 2.511 0.731 0.392 0.14 -0.24 -0.10
C -1.851 -4.003 -1.842 -0.52 -0.52 -0.76
C -2.078 -2.888 -2.896 -0.33 0.17 1.32
O -0.804 -2.339 -3.227 0.69 -0.68 -0.62
O -1.620 -5.270 -2.449 0.11 -0.03 0.01
H -2.631 -4.240 -1.125 -0.69 0.60 -0.24
H -1.028 -3.683 -1.208 0.56 0.14 -0.03
H -2.641 -2.085 -2.414 0.07 -0.02 -0.06
H -2.634 -3.175 -3.806 0.28 -0.37 0.41
H -0.243 -3.109 -3.508 -0.36 0.83 -0.02
H -1.028 -5.145 -3.198 0.30 -0.12 0.06
C 1.988 4.213 0.047 0.00 -0.77 -0.68
C 1.094 4.522 -1.131 0.04 1.23 0.62
O 1.974 5.154 -2.074 -0.47 -0.03 -0.92
O 2.398 5.358 0.752 0.22 0.95 -0.68
H 2.837 3.631 -0.370 -0.16 0.24 0.42
H 1.456 3.602 0.741 -0.28 -0.60 0.46
H 0.315 5.245 -0.782 0.37 -0.37 -0.40
H 0.585 3.646 -1.503 0.10 -0.36 -0.20
H 1.572 5.182 -2.963 0.17 0.02 0.77
H 2.559 6.034 0.065 0.12 -0.27 0.58
C -2.303 3.052 -5.263 -0.40 1.73 -0.12
C -1.508 1.897 -4.732 -0.13 -0.56 1.50
C -2.639 0.981 -4.245 0.11 -0.68 0.52
O -3.630 1.821 -3.660 1.28 0.05 -0.36
C -3.615 3.022 -4.458 -1.46 -0.74 0.74
H -2.574 2.929 -6.309 0.16 -0.27 -0.17
H -1.799 4.037 -5.221 -0.18 -0.51 0.22
H -0.920 2.125 -3.809 -0.31 0.30 -0.76
H -0.833 1.428 -5.435 -0.02 -0.11 -0.26
H -2.287 0.298 -3.460 -0.16 -0.10 -0.29
H -3.109 0.421 -5.060 0.19 -0.17 -0.13
H -3.881 3.782 -3.725 0.65 0.63 -0.27
H -4.516 2.892 -5.061 0.19 0.49 -0.68
C -5.872 -0.264 -0.696 -0.12 0.42 0.59
C -5.416 -0.460 0.749 -0.93 -0.59 0.85
C -4.309 -1.471 0.546 0.43 0.15 -0.07
O -3.590 -0.949 -0.602 -0.51 -0.38 0.08
C -4.547 -0.291 -1.421 -0.58 0.99 -1.28
H -6.420 0.660 -0.841 0.13 0.36 -0.02
H -6.550 -1.025 -1.046 -0.10 -0.66 0.16
H -6.217 -0.851 1.387 0.08 -0.15 -0.15
H -5.117 0.454 1.252 0.42 0.20 -0.26
H -4.803 -2.436 0.359 0.31 -0.03 -0.42
H -3.562 -1.655 1.325 -0.25 0.36 0.11
H -4.681 -0.734 -2.415 0.38 -0.51 0.13
H -4.309 0.754 -1.667 0.73 -0.34 0.41
C -3.637 2.848 0.007 -0.17 0.56 -0.67
C -3.043 4.122 0.669 -0.46 -0.33 -0.31
C -1.605 3.721 0.924 0.60 -0.25 -0.58
O -1.258 2.842 -0.167 0.13 1.13 0.53
C -2.426 2.105 -0.521 0.91 0.72 -1.08
H -4.276 3.040 -0.865 -0.06 0.38 0.35
H -4.246 2.296 0.705 0.09 -0.31 0.36
H -3.588 4.348 1.581 0.05 0.16 0.12
H -3.102 4.978 -0.007 0.07 -0.04 0.06
H -1.501 3.166 1.858 -0.08 0.08 0.19
H -0.875 4.544 0.908 -0.33 -0.20 0.14
H -2.249 1.148 -0.113 -0.53 -1.45 0.29
H -2.406 2.075 -1.634 -0.25 -0.30 0.75
C -0.600 -4.455 2.188 1.05 1.08 -0.09
C -0.062 -2.990 2.064 -0.05 -0.03 -0.23
C -1.001 -2.181 2.943 -0.56 -0.22 -0.12
O -2.232 -2.919 2.868 -0.33 0.74 0.75
C -2.065 -4.182 2.246 -0.46 0.48 -0.38
H -0.277 -5.001 3.077 0.21 0.28 0.04
H -0.298 -5.012 1.314 0.01 -0.34 -0.23
H -0.199 -2.683 1.013 0.03 -0.16 0.30
H 0.973 -2.798 2.309 0.26 -0.35 0.12
H -1.208 -1.141 2.660 0.16 -0.29 -0.64
H -0.674 -2.046 3.974 0.07 -0.67 0.19
H -2.509 -4.091 1.240 0.02 -0.43 0.23
H -2.568 -4.907 2.862 -0.54 -0.39 -0.04
C -1.811 2.225 5.248 0.10 -0.64 0.21
C -1.253 1.430 4.053 0.02 0.15 0.04
C -2.527 1.001 3.290 0.18 1.10 0.06
O -3.451 2.097 3.534 0.19 -0.94 -0.28
C -2.950 2.920 4.577 -0.18 1.16 -1.06
H -1.117 2.977 5.652 -0.11 -0.54 0.07
H -2.160 1.541 6.043 0.22 0.34 -0.24
H -0.617 0.603 4.354 0.10 -0.13 -0.10
H -0.646 2.135 3.448 -0.44 -0.61 0.14
H -2.983 0.059 3.619 0.22 0.13 0.11
H -2.355 0.956 2.205 -0.07 -0.14 0.21
H -3.794 3.181 5.186 -0.31 0.17 0.60
H -2.567 3.853 4.104 -0.19 -0.26 0.28
C 2.839 -5.647 -3.441 0.41 0.42 -0.03
C 2.791 -5.343 -4.943 -0.93 1.14 0.91
C 1.274 -5.145 -5.110 0.14 0.56 -1.79
O 0.750 -4.648 -3.879 0.83 -0.01 0.25
C 1.830 -4.649 -2.877 -0.26 -0.33 -0.66
H 3.867 -5.492 -3.093 -0.36 -0.18 0.38
H 2.494 -6.675 -3.245 0.27 0.32 -0.02
H 3.221 -6.130 -5.519 0.10 -0.51 -0.61
H 3.302 -4.386 -5.181 -0.10 -0.57 0.24
H 0.799 -6.094 -5.391 -0.13 0.20 0.24
H 1.059 -4.390 -5.917 0.04 -0.73 0.68
H 1.363 -4.950 -1.955 0.02 -0.03 0.43
H 2.233 -3.634 -2.789 -0.01 -0.21 0.02
C 3.711 -0.534 4.654 -0.19 0.09 1.22
C 2.774 -0.767 5.905 0.21 0.91 -1.22
C 1.616 -1.513 5.290 -0.04 -0.79 -0.31
O 1.514 -1.049 3.958 -0.72 0.07 -0.11
C 2.748 -0.599 3.462 0.74 -0.08 -0.23
H 4.505 -1.291 4.675 -0.19 0.20 -0.43
H 4.149 0.463 4.733 0.24 -0.24 -0.05
H 2.365 0.220 6.160 0.27 -0.19 0.39
H 3.252 -1.233 6.766 -0.05 0.03 -0.15
H 0.682 -1.235 5.768 -0.24 -0.35 0.21
H 1.734 -2.615 5.239 0.01 0.38 0.45
H 2.541 0.365 2.995 0.39 0.08 0.08
H 3.136 -1.261 2.668 -0.22 -0.04 0.24
C 2.029 -1.024 -4.180 0.87 0.65 0.16
C 1.565 0.414 -3.827 0.76 0.53 0.35
C 2.812 1.041 -3.080 0.31 -1.33 -0.06
O 3.889 0.073 -3.231 -0.29 -0.97 -0.18
C 3.549 -0.794 -4.346 -0.41 1.05 0.87
H 1.541 -1.448 -5.061 0.03 0.08 0.14
H 1.885 -1.667 -3.304 -0.09 0.08 -0.28
H 0.691 0.427 -3.174 0.10 -0.10 -0.03
H 1.315 1.018 -4.702 0.11 -0.24 -0.13
H 2.629 1.062 -2.002 -0.18 0.53 -0.19
H 3.291 1.957 -3.446 -1.03 0.23 -0.02
H 4.223 -1.640 -4.324 -0.09 -0.39 0.17
H 3.778 -0.207 -5.226 -0.13 -0.05 -0.67
C 3.249 3.210 3.538 0.25 -0.26 -0.21
C 1.789 2.743 3.620 0.00 0.96 -0.14
C 1.111 4.084 3.955 -0.31 0.13 -0.38
O 1.985 4.783 4.830 -0.29 -0.89 0.35
C 3.298 4.460 4.398 0.31 1.56 -0.26
H 3.631 3.469 2.527 -0.56 -0.50 0.51
H 3.888 2.483 3.998 0.56 -0.61 -0.14
H 1.623 2.087 4.472 0.18 -0.20 0.13
H 1.407 2.225 2.729 0.22 0.43 0.13
H 0.155 3.910 4.461 0.16 0.51 -0.24
H 1.033 4.741 3.074 -0.52 -0.48 -0.16
H 3.913 4.409 5.300 0.10 -0.15 -0.22
H 3.651 5.292 3.753 0.07 -0.22 0.48
```
Positions in Å, forces in eV/Å.

Results of the Löwdin charge analysis, in e, for atoms 1 through 99: number 1, C, carries -0.220; number 2, C, carries -0.205; number 3, O, carries -0.087; number 4, O, carries -0.085; number 5, H, carries 0.124; number 6, H, carries 0.097; number 7, H, carries 0.122; number 8, H, carries 0.101; number 9, H, carries 0.056; number 10, H, carries 0.045; number 11, C, carries -0.206; number 12, C, carries -0.174; number 13, O, carries -0.108; number 14, O, carries -0.069; number 15, H, carries 0.092; number 16, H, carries 0.115; number 17, H, carries 0.107; number 18, H, carries 0.102; number 19, H, carries 0.037; number 20, H, carries 0.055; number 21, C, carries -0.210; number 22, C, carries -0.184; number 23, O, carries -0.114; number 24, O, carries -0.070; number 25, H, carries 0.107; number 26, H, carries 0.102; number 27, H, carries 0.086; number 28, H, carries 0.132; number 29, H, carries 0.067; number 30, H, carries 0.045; number 31, C, carries -0.277; number 32, C, carries -0.234; number 33, O, carries -0.081; number 34, O, carries -0.061; number 35, H, carries 0.130; number 36, H, carries 0.077; number 37, H, carries 0.123; number 38, H, carries 0.100; number 39, H, carries 0.092; number 40, H, carries 0.094; number 41, C, carries -0.160; number 42, C, carries -0.169; number 43, C, carries -0.207; number 44, O, carries -0.192; number 45, C, carries -0.169; number 46, H, carries 0.108; number 47, H, carries 0.117; number 48, H, carries 0.113; number 49, H, carries 0.103; number 50, H, carries 0.110; number 51, H, carries 0.127; number 52, H, carries 0.115; number 53, H, carries 0.114; number 54, C, carries -0.155; number 55, C, carries -0.156; number 56, C, carries -0.164; number 57, O, carries -0.158; number 58, C, carries -0.227; number 59, H, carries 0.113; number 60, H, carries 0.106; number 61, H, carries 0.118; number 62, H, carries 0.092; number 63, H, carries 0.125; number 64, H, carries 0.105; number 65, H, carries 0.120; number 66, H, carries 0.086; number 67, C, carries -0.128; number 68, C, carries -0.121; number 69, C, carries -0.174; number 70, O, carries -0.163; number 71, C, carries -0.204; number 72, H, carries 0.110; number 73, H, carries 0.084; number 74, H, carries 0.105; number 75, H, carries 0.111; number 76, H, carries 0.094; number 77, H, carries 0.114; number 78, H, carries 0.072; number 79, H, carries 0.116; number 80, C, carries -0.129; number 81, C, carries -0.134; number 82, C, carries -0.180; number 83, O, carries -0.155; number 84, C, carries -0.218; number 85, H, carries 0.114; number 86, H, carries 0.105; number 87, H, carries 0.090; number 88, H, carries 0.096; number 89, H, carries 0.088; number 90, H, carries 0.099; number 91, H, carries 0.107; number 92, H, carries 0.116; number 93, C, carries -0.156; number 94, C, carries -0.159; number 95, C, carries -0.169; number 96, O, carries -0.150; number 97, C, carries -0.228; number 98, H, carries 0.106; number 99, H, carries 0.125